The following is a quantum chemistry calculation of a 18-piece molecular cluster, C37H91N17O29S overall, from the OMol25 dataset.

Last columns: bonded neighbours and bond lengths (Å).
Geometry (Å):
1 C 3.19 -2.56 0.76  N2 1.445, H5 1.090, H6 1.090, H7 1.090
2 N 2.54 -2.11 1.97  C1 1.445, O3 1.236, O4 1.219
3 O 2.05 -0.98 1.93  N2 1.236
4 O 2.32 -2.92 2.86  N2 1.219
5 H 2.57 -3.36 0.35  C1 1.090
6 H 4.17 -3.00 0.97  C1 1.090
7 H 3.27 -1.68 0.13  C1 1.090
8 C -5.84 -3.22 -0.12  N9 1.520, H12 1.090, H13 1.090, H14 1.090
9 N -4.81 -3.30 -1.23  C8 1.520, O10 1.246, O11 1.274
10 O -3.67 -2.90 -0.89  N9 1.246
11 O -5.15 -3.69 -2.39  N9 1.274
12 H -5.41 -3.38 0.87  C8 1.090
13 H -6.66 -3.92 -0.26  C8 1.090
14 H -6.32 -2.24 -0.04  C8 1.090
15 C -1.85 6.00 1.15  N16 1.513, H19 1.090, H20 1.090, H21 1.090
16 N -3.35 5.85 1.03  C15 1.513, O17 1.215, O18 1.221
17 O -3.87 6.27 0.01  N16 1.215
18 O -3.90 5.28 1.96  N16 1.221
19 H -1.90 6.53 2.11  C15 1.090
20 H -1.64 6.48 0.20  C15 1.090
21 H -1.46 5.00 1.34  C15 1.090
22 C -0.14 -6.74 -0.56  N23 1.440, H26 1.090, H27 1.090, H28 1.090
23 N -0.28 -5.51 0.17  C22 1.440, O24 1.219, O25 1.223
24 O 0.68 -4.76 0.28  N23 1.219
25 O -1.29 -5.38 0.85  N23 1.223
26 H -0.50 -7.57 0.04  C22 1.090
27 H 0.89 -6.82 -0.92  C22 1.090
28 H -0.74 -6.64 -1.47  C22 1.090
29 C -2.10 -3.10 -7.24  N30 1.501, H33 1.090, H34 1.090, H35 1.090
30 N -2.56 -2.88 -5.83  C29 1.501, O31 1.256, O32 1.232
31 O -2.35 -1.74 -5.35  N30 1.256
32 O -2.92 -3.87 -5.20  N30 1.232
33 H -1.01 -3.09 -7.15  C29 1.090
34 H -2.64 -2.33 -7.79  C29 1.090
35 H -2.55 -4.09 -7.30  C29 1.090
36 C 2.25 -1.18 5.88  N37 1.520, H40 1.090, H41 1.090, H42 1.090
37 N 0.74 -1.03 5.95  C36 1.520, O38 1.220, O39 1.217
38 O 0.19 -0.26 5.18  N37 1.220
39 O 0.18 -1.63 6.85  N37 1.217
40 H 2.67 -1.12 6.88  C36 1.090
41 H 2.65 -0.43 5.20  C36 1.090
42 H 2.49 -2.15 5.44  C36 1.090
43 C 0.77 -3.65 -4.77  N44 1.530, H47 1.090, H48 1.090, H49 1.090
44 N 1.74 -4.74 -4.32  C43 1.530, O45 1.206, O46 1.200
45 O 1.47 -5.44 -3.37  N44 1.206
46 O 2.77 -4.77 -4.94  N44 1.200
47 H 1.07 -2.68 -4.36  C43 1.090
48 H -0.21 -3.86 -4.34  C43 1.090
49 H 0.82 -3.52 -5.85  C43 1.090
50 C -4.89 -0.35 -4.10  N51 1.468, H54 1.090, H55 1.090, H56 1.090
51 N -3.69 0.31 -3.57  C50 1.468, O52 1.230, O53 1.224
52 O -3.06 1.06 -4.32  N51 1.230
53 O -3.40 0.08 -2.40  N51 1.224
54 H -4.94 -1.35 -3.68  C50 1.090
55 H -4.86 -0.28 -5.19  C50 1.090
56 H -5.71 0.25 -3.70  C50 1.090
57 C 0.88 3.15 4.23  C58 1.564, O63 1.368, H64 1.090, H65 1.090
58 C 0.73 2.25 2.96  C57 1.564, O59 1.440, H66 1.090, H67 1.090
59 O 1.71 2.63 1.97  C58 1.440, S60 1.684
60 S 2.43 4.09 2.39  O59 1.684, O61 1.440, O62 1.504, O63 1.697
61 O 1.62 5.10 1.75  S60 1.440
62 O 3.89 4.07 2.07  S60 1.504
63 O 2.08 3.77 4.03  C57 1.368, S60 1.697
64 H 0.79 2.63 5.18  C57 1.090
65 H 0.18 3.99 4.26  C57 1.090
66 H -0.25 2.19 2.49  C58 1.090
67 H 0.94 1.20 3.13  C58 1.090
68 C -2.12 5.00 -2.22  O69 1.212, N70 1.330, H73 1.101
69 O -1.55 6.06 -2.09  C68 1.212
70 N -1.57 3.89 -1.74  C68 1.330, C71 1.493, C72 1.429
71 C -2.27 2.57 -1.80  N70 1.493, H74 1.090, H75 1.090, H76 1.090
72 C -0.39 3.89 -0.92  N70 1.429, H77 1.090, H78 1.090, H79 1.090
73 H -3.05 4.79 -2.76  C68 1.101
74 H -1.52 1.84 -2.10  C71 1.090
75 H -3.10 2.62 -2.50  C71 1.090
76 H -2.76 2.17 -0.91  C71 1.090
77 H 0.41 3.38 -1.45  C72 1.090
78 H -0.03 4.88 -0.66  C72 1.090
79 H -0.59 3.43 0.05  C72 1.090
80 C 0.09 0.57 -5.93  O81 1.198, N82 1.365, H85 1.101
81 O 0.73 -0.40 -6.21  C80 1.198
82 N 0.65 1.70 -5.39  C80 1.365, C83 1.443, C84 1.496
83 C 2.08 1.86 -5.29  N82 1.443, H86 1.090, H87 1.090, H88 1.090
84 C -0.24 2.83 -4.97  N82 1.496, H89 1.090, H90 1.090, H91 1.090
85 H -1.00 0.60 -6.07  C80 1.101
86 H 2.40 1.92 -4.25  C83 1.090
87 H 2.52 2.72 -5.79  C83 1.090
88 H 2.68 1.05 -5.70  C83 1.090
89 H -1.32 2.71 -5.03  C84 1.090
90 H 0.04 3.06 -3.95  C84 1.090
91 H 0.06 3.70 -5.55  C84 1.090
92 C 7.05 4.84 -1.84  O93 1.218, N94 1.358, H97 1.101
93 O 8.17 4.37 -1.72  C92 1.218
94 N 5.99 4.31 -1.18  C92 1.358, C95 1.493, C96 1.484
95 C 4.61 4.82 -1.41  N94 1.493, H98 1.090, H99 1.090, H100 1.090
96 C 6.12 3.14 -0.28  N94 1.484, H101 1.090, H102 1.090, H103 1.090
97 H 6.78 5.66 -2.53  C92 1.101
98 H 4.02 3.91 -1.51  C95 1.090
99 H 4.45 5.46 -2.28  C95 1.090
100 H 4.33 5.30 -0.48  C95 1.090
101 H 5.30 2.50 -0.60  C96 1.090
102 H 7.07 2.60 -0.27  C96 1.090
103 H 5.89 3.45 0.74  C96 1.090
104 C -0.45 -4.68 5.08  O105 1.198, N106 1.333, H109 1.101
105 O 0.07 -5.53 5.75  C104 1.198
106 N -1.72 -4.75 4.66  C104 1.333, C107 1.468, C108 1.466
107 C -2.18 -3.77 3.67  N106 1.468, H110 1.090, H111 1.090, H112 1.090
108 C -2.59 -5.92 4.81  N106 1.466, H113 1.090, H114 1.090, H115 1.090
109 H 0.02 -3.75 4.74  C104 1.101
110 H -2.52 -4.23 2.74  C107 1.090
111 H -1.47 -3.00 3.37  C107 1.090
112 H -2.97 -3.20 4.15  C107 1.090
113 H -3.52 -5.49 5.19  C108 1.090
114 H -2.82 -6.34 3.84  C108 1.090
115 H -2.22 -6.67 5.50  C108 1.090
116 C -4.84 1.13 0.94  O117 1.210, N118 1.337, H121 1.101
117 O -5.39 2.11 0.49  C116 1.210
118 N -5.46 0.15 1.59  C116 1.337, C119 1.442, C120 1.474
119 C -6.85 -0.01 1.97  N118 1.442, H122 1.090, H123 1.090, H124 1.090
120 C -4.62 -0.95 2.11  N118 1.474, H125 1.090, H126 1.090, H127 1.090
121 H -3.77 0.96 0.75  C116 1.101
122 H -6.91 -0.10 3.05  C119 1.090
123 H -7.30 -0.86 1.46  C119 1.090
124 H -7.56 0.77 1.71  C119 1.090
125 H -5.25 -1.75 2.51  C120 1.090
126 H -4.03 -1.47 1.36  C120 1.090
127 H -4.00 -0.71 2.97  C120 1.090
128 C 0.84 0.23 -1.99  O129 1.199, N130 1.327, H133 1.101
129 O 1.39 1.23 -1.60  C128 1.199
130 N 0.04 -0.56 -1.29  C128 1.327, C131 1.494, C132 1.488
131 C -0.59 -1.78 -1.89  N130 1.494, H134 1.090, H135 1.090, H136 1.090
132 C -0.41 -0.14 0.06  N130 1.488, H137 1.090, H138 1.090, H139 1.090
133 H 1.01 -0.17 -3.00  C128 1.101
134 H -1.58 -1.49 -2.24  C131 1.090
135 H -0.66 -2.51 -1.08  C131 1.090
136 H 0.01 -2.22 -2.68  C131 1.090
137 H 0.14 0.74 0.38  C132 1.090
138 H -1.47 0.12 0.15  C132 1.090
139 H -0.23 -0.98 0.74  C132 1.090
140 C 6.34 -0.33 4.50  O141 1.230, N142 1.335, H145 1.101
141 O 6.18 -1.53 4.25  C140 1.230
142 N 6.24 0.66 3.61  C140 1.335, C143 1.477, C144 1.436
143 C 5.87 0.43 2.20  N142 1.477, H146 1.090, H147 1.090, H148 1.090
144 C 6.17 2.03 4.02  N142 1.436, H149 1.090, H150 1.090, H151 1.090
145 H 6.45 0.13 5.49  C140 1.101
146 H 6.55 1.07 1.64  C143 1.090
147 H 4.84 0.74 2.00  C143 1.090
148 H 5.85 -0.63 1.99  C143 1.090
149 H 6.49 2.73 3.24  C144 1.090
150 H 5.22 2.25 4.50  C144 1.090
151 H 6.94 2.13 4.79  C144 1.090
152 C 4.19 -1.94 -2.72  O153 1.245, N154 1.316, H157 1.101
153 O 3.06 -2.40 -2.45  C152 1.245
154 N 4.62 -1.63 -3.92  C152 1.316, C155 1.460, C156 1.443
155 C 5.84 -0.84 -4.05  N154 1.460, H158 1.090, H159 1.090, H160 1.090
156 C 3.88 -1.86 -5.14  N154 1.443, H161 1.090, H162 1.090, H163 1.090
157 H 4.93 -1.74 -1.93  C152 1.101
158 H 6.58 -1.20 -4.76  C155 1.090
159 H 6.31 -0.54 -3.11  C155 1.090
160 H 5.57 0.10 -4.53  C155 1.090
161 H 4.49 -2.59 -5.68  C156 1.090
162 H 2.85 -2.09 -4.86  C156 1.090
163 H 3.93 -1.08 -5.91  C156 1.090
164 C -3.27 2.11 3.87  O165 1.219, N166 1.383, H169 1.101
165 O -2.20 1.60 3.61  C164 1.219
166 N -4.07 1.75 4.94  C164 1.383, C167 1.492, C168 1.492
167 C -5.37 2.45 5.19  N166 1.492, H170 1.090, H171 1.090, H172 1.090
168 C -3.70 0.68 5.92  N166 1.492, H173 1.090, H174 1.090, H175 1.090
169 H -3.70 2.97 3.34  C164 1.101
170 H -5.40 2.59 6.28  C167 1.090
171 H -6.17 1.78 4.88  C167 1.090
172 H -5.46 3.43 4.72  C167 1.090
173 H -4.50 -0.05 5.89  C168 1.090
174 H -2.72 0.24 5.76  C168 1.090
175 H -3.70 1.03 6.95  C168 1.090

Output
- E_HOMO (eV) = -8.873
- E (eV) = -135362.870
- LUMO level (eV) = -0.7
- gap between HOMO and LUMO (Eh) = 0.299